[1]
Below is 3 unconnected molecules or ions with the total composition C5H9NO3 in a non-equilibrium geometry, with properties calculated with ωB97M-V/def2-TZVPD.

XYZ file:
```
18
Properties=species:S:1:pos:R:3:nbo_charge:R:1
C -2.2918 0.2649 0.4668 -0.42
C -1.1507 0.9160 0.2605 -0.17
C -0.1666 0.6441 -0.8124 -0.45
C 1.0801 0.8816 -0.4689 0.45
N 2.1842 1.3646 -0.1992 -0.61
H -2.7247 -0.3859 -0.3293 0.18
H -2.9608 0.5310 1.1941 0.19
H -0.8257 1.5057 1.0963 0.20
H -0.4756 0.1165 -1.6622 0.25
H 2.7730 0.5396 0.2767 0.38
O 1.3331 -1.7059 2.1681 -0.60
C 0.7283 -2.0779 1.1792 0.64
O -0.5809 -2.2445 1.0602 -0.66
H 1.2784 -2.4863 0.3431 0.11
H -0.9533 -2.0913 1.9381 0.50
O 1.8273 0.8940 -3.0095 -0.93
H 1.9227 0.2193 -3.6831 0.47
H 2.1696 1.6742 -3.4867 0.48
```

E_HOMO (Eh): -0.30369
M (g/mol): 131.13
Frontier orbital gap (eV): 8.9

***

[2]
Below is a single C5H11N3 molecule in a non-equilibrium geometry, with properties calculated with ωB97M-V/def2-TZVPD.

XYZ file:
```
19
Properties=species:S:1:pos:R:3:nbo_charge:R:1
C -0.3088 -1.3072 1.9944 0.08
C -1.4440 -0.8020 1.0545 -0.54
C -0.9390 -0.2160 -0.1791 -0.08
C 0.5139 1.5711 -1.1838 -0.59
C -0.6878 1.2436 -0.3025 -0.46
N 0.8889 -1.4217 1.6280 -0.25
N 1.3633 -0.9437 0.5284 -0.10
N 2.0822 -1.7755 -0.2793 -0.63
H -0.5554 -1.5058 3.0226 0.19
H -2.1051 -1.6593 0.8903 0.22
H -1.9701 -0.0559 1.6573 0.23
H -0.9161 -0.8038 -1.0823 0.19
H 0.5875 2.6445 -1.3504 0.20
H 0.4228 1.0743 -2.1470 0.20
H 1.4207 1.2167 -0.7017 0.22
H -1.5762 1.7207 -0.7445 0.20
H -0.5460 1.6793 0.6896 0.20
H 2.2168 -2.7157 0.0886 0.35
H 2.9497 -1.3381 -0.5737 0.37
```

E_HOMO (spin up / spin down) (Eh): -0.25826 / -0.25932
M (g/mol): 113.16
Frontier orbital gap (spin up / spin down) (eV): 7.8 / 8.1

***

[3]
Below is a single C14H17N3O2S2 molecule in a non-equilibrium geometry, with properties calculated with ωB97M-V/def2-TZVPD.

XYZ file:
```
38
Properties=species:S:1:pos:R:3:nbo_charge:R:1
C 3.1181 3.2495 1.8846 -0.64
C 1.9855 2.4750 1.2143 -0.06
O 1.9352 1.1098 1.5649 -0.54
C 1.4746 0.8495 2.8685 -0.05
C 1.4174 -0.6676 3.0580 -0.47
C 0.5743 -1.3011 2.0186 0.08
N 0.9404 -2.2712 1.2716 -0.25
N 0.0376 -2.6746 0.3924 -0.32
C -1.0619 -2.0087 0.4371 0.24
N -2.1504 -2.1878 -0.3641 -0.64
C -2.2429 -2.8134 -1.5909 0.70
O -3.3213 -2.8825 -2.1298 -0.57
C -0.9875 -3.3730 -2.1878 -0.64
S 0.3008 -2.1044 -2.5492 0.26
C -0.6127 -0.5836 -2.3858 -0.21
C -1.7644 -0.3578 -3.1269 -0.23
C -2.4668 0.8202 -2.9495 -0.21
C -2.0111 1.7780 -2.0576 -0.22
C -0.8423 1.5614 -1.3469 -0.22
C -0.1398 0.3799 -1.5055 -0.18
S -1.0697 -0.7528 1.6779 0.29
H 4.0603 2.7302 1.7299 0.22
H 3.1853 4.2409 1.4455 0.22
H 2.9470 3.3577 2.9530 0.20
H 1.0201 2.9546 1.4412 0.16
H 2.1337 2.4736 0.1312 0.19
H 2.1449 1.2818 3.6240 0.18
H 0.4705 1.2859 3.0064 0.16
H 1.0205 -0.8873 4.0520 0.23
H 2.4187 -1.0894 2.9676 0.25
H -3.0127 -1.7493 -0.0623 0.42
H -0.5043 -4.0563 -1.4898 0.27
H -1.2400 -3.8813 -3.1183 0.25
H -2.1120 -1.0990 -3.8298 0.23
H -3.3699 0.9912 -3.5159 0.22
H -2.5637 2.6959 -1.9226 0.21
H -0.4792 2.3089 -0.6576 0.21
H 0.7677 0.1972 -0.9487 0.23
```

E_HOMO (Eh): -0.30576
M (g/mol): 323.44
Frontier orbital gap (eV): 8.7

***

Which of these has the highest M?
C14H17N3O2S2